(1)
{
  "formula": "C3H8Ba2CuNO2",
  "method": "wB97M-V/def2-TZVPD",
  "elements": ["Cu", "Ba", "Ba", "O", "H", "C", "O", "N", "C", "C", "H", "H", "H", "H", "H", "H", "H"],
  "positions_angstrom": [[4.740, -0.570, 2.591], [3.037, 2.524, 2.122], [3.108, -0.272, -0.935], [2.413, 0.003, 1.659], [1.698, -0.629, 1.871], [-0.412, 0.738, -1.571], [0.770, 0.954, -1.394], [-1.137, 0.043, -0.724], [-2.593, -0.069, -0.918], [-0.593, -0.693, 0.437], [-0.948, 1.151, -2.439], [-2.732, -1.110, -1.208], [-2.974, 0.560, -1.723], [-3.119, 0.028, 0.032], [0.468, -0.932, 0.362], [-0.711, -0.034, 1.297], [-1.015, -1.693, 0.540]],
  "atomic_forces_ev_per_a": [[-0.7, -0.8, 0.4], [-1.1, 0.8, 0.7], [-1.6, -0.3, -1.7], [2.2, 0.8, -0.1], [0.4, 0.3, 0.3], [-3.5, -0.4, 0.1], [5.4, 0.0, 0.6], [-0.2, -0.2, 0.0], [0.0, -1.6, -0.1], [0.0, 0.6, -0.5], [0.1, 0.0, 0.2], [-0.4, 0.0, -0.2], [0.2, 0.2, 0.3], [0.1, 0.5, -0.1], [0.3, 0.3, -0.6], [-0.3, -0.5, 0.4], [-0.7, 0.4, 0.1]],
  "total_charge": 4,
  "homo_lumo_gap_ev": 4.6
}


(2)
{
  "formula": "C3H8Br2N2",
  "method": "wB97M-V/def2-TZVPD",
  "elements": ["C", "N", "C", "Br", "H", "H", "H", "H", "C", "N", "H", "H", "H", "Br", "H"],
  "positions_angstrom": [[-1.567, 0.443, 1.151], [-0.160, 0.774, 1.277], [0.374, 1.823, 0.905], [2.105, 2.173, 1.646], [-1.592, -0.549, 0.684], [-1.774, 0.632, 2.250], [-2.133, 1.141, 0.494], [0.134, 2.704, 0.341], [0.473, -2.190, -0.851], [0.552, -1.281, 0.026], [-0.417, -2.893, -0.826], [1.301, -2.719, -1.384], [1.384, -0.694, -0.111], [0.994, 0.916, -2.354], [0.327, -0.278, -3.247]],
  "atomic_forces_ev_per_a": [[0.6, 1.3, 0.2], [0.1, 0.9, -0.1], [0.5, -0.4, 0.9], [0.8, 0.1, -0.1], [-0.4, 0.0, 1.0], [-1.1, -1.1, -1.4], [0.2, -0.2, 0.5], [-0.9, 0.1, -0.5], [-0.2, -2.7, 1.3], [-0.1, -0.1, -1.7], [0.6, 1.1, 0.0], [-0.2, 1.3, -0.3], [0.1, -0.6, 0.5], [-1.3, -2.2, -2.1], [1.4, 2.5, 1.9]],
  "e_above_lowest_kcal_mol": 24.6,
  "homo_lumo_gap_ev": 9.1,
  "smiles": "C/N=C/Br.C=N.Br"
}